Computed, not measured: a cluster of 2 separate species, C17H31BrClFN3O4 in total, with ωB97M-V with the def2-TZVPD basis set.

Results
Net charge ... +1
HOMO level ... -10.42 eV
LUMO energy ... -4.97 eV
Orbital gap ... 5.445 eV

Each line ends with the Löwdin charge.
Geometry (Å):
1 C -1.78 1.36 2.92  -0.089
2 C -2.07 1.81 1.45  -0.295
3 C -0.83 2.58 0.87  -0.640
4 Br -0.90 4.51 1.24  0.779
5 C -0.57 2.42 -0.63  -0.106
6 C 0.73 2.15 -1.23  0.025
7 C 1.97 2.02 -0.32  -0.126
8 O 2.31 3.36 0.04  -0.111
9 C 3.72 3.56 0.01  -0.229
10 O 4.43 2.56 0.68  -0.111
11 C 4.13 2.58 2.08  -0.169
12 C 4.76 1.26 2.67  -0.186
13 O 4.43 0.20 1.75  -0.073
14 C 0.90 2.00 -2.64  -0.280
15 O 2.11 1.72 -3.13  0.132
16 N -0.12 2.15 -3.45  0.255
17 N -1.25 2.43 -2.93  -0.113
18 F -2.23 2.63 -3.84  0.102
19 C -1.65 2.58 -1.68  -0.445
20 Cl -3.32 2.99 -1.27  0.833
21 H -0.77 0.93 3.05  0.075
22 H -2.54 0.64 3.27  0.087
23 H -1.80 2.28 3.54  0.080
24 H -2.96 2.45 1.52  0.084
25 H -2.36 0.91 0.86  0.091
26 H 0.06 2.19 1.39  0.078
27 H 2.78 1.51 -0.87  0.144
28 H 1.76 1.45 0.60  0.126
29 H 4.13 3.70 -1.02  0.149
30 H 3.90 4.52 0.53  0.147
31 H 4.54 3.49 2.56  0.136
32 H 3.05 2.52 2.29  0.119
33 H 5.86 1.38 2.68  0.126
34 H 4.33 1.05 3.66  0.124
35 H 3.60 -0.18 2.06  0.085
36 H 2.36 2.48 -3.69  0.160
37 C -3.70 -4.94 0.25  -0.085
38 C -3.18 -3.64 -0.32  -0.271
39 N -1.82 -3.33 0.09  -0.192
40 C -1.42 -1.97 -0.23  -0.266
41 C -1.33 -1.55 -1.69  -0.079
42 C -0.82 -4.35 -0.19  -0.242
43 C -0.63 -4.79 -1.64  -0.079
44 H -3.63 -4.95 1.34  0.082
45 H -4.76 -5.07 -0.01  0.077
46 H -3.17 -5.81 -0.14  0.068
47 H -3.84 -2.84 0.03  0.117
48 H -3.29 -3.66 -1.42  0.102
49 H -0.46 -1.76 0.25  0.112
50 H -2.14 -1.29 0.25  0.092
51 H -0.45 -1.95 -2.17  0.062
52 H -1.25 -0.46 -1.73  0.041
53 H -2.21 -1.84 -2.27  0.077
54 H -1.06 -5.23 0.41  0.105
55 H 0.15 -4.02 0.21  0.114
56 H -1.58 -4.95 -2.16  0.070
57 H -0.09 -5.74 -1.67  0.077
58 H -0.04 -4.08 -2.22  0.054



Computed, not measured: a structure of composition C9H10EuI2LuO6S, with ωB97M-V with the def2-TZVPD basis set.

Results
Net charge ... +4
HOMO level (spin up / spin down) ... -23.54 / -23.44 eV
LUMO energy (spin up / spin down) ... -16.80 / -18.20 eV
Orbital gap (spin up / spin down) ... 6.738 / 5.241 eV
Multiplicity ... 7

Each line ends with the Mulliken spin population.
Geometry (Å):
1 I 1.50 -3.77 -0.29  0.925
2 I 1.65 3.62 -0.27  0.924
3 Lu 0.42 1.33 0.04  -0.031
4 Eu 0.19 -1.37 0.03  4.055
5 S 1.36 0.01 -1.85  0.098
6 C -1.54 -1.94 -1.31  0.004
7 C -1.18 -2.00 1.57  -0.006
8 C 0.71 -0.01 -3.45  -0.020
9 C 1.54 1.08 -4.05  0.022
10 C -0.80 0.26 -3.64  0.002
11 C 1.09 -1.39 -3.95  0.040
12 C -0.89 2.00 1.70  -0.004
13 C -1.54 2.06 -1.06  -0.004
14 O -1.74 -2.52 2.40  0.009
15 O -2.32 -2.36 -2.00  0.003
16 O -1.43 2.49 2.73  0.006
17 O -2.34 2.61 -1.68  -0.001
18 H 1.30 1.18 -5.11  0.002
19 H 2.61 0.86 -3.94  0.000
20 H 1.35 2.06 -3.56  -0.001
21 H -1.16 -0.37 -4.47  0.000
22 H -0.96 1.32 -3.91  0.000
23 H -1.43 0.02 -2.77  0.001
24 H 0.87 -1.45 -5.02  0.000
25 H 0.55 -2.21 -3.44  -0.012
26 H 2.17 -1.57 -3.80  -0.003
27 O 1.45 0.98 3.44  0.002
28 C 1.25 -0.03 2.82  0.000
29 O 1.10 -0.09 1.46  -0.009
30 H 1.38 -1.09 3.19  0.000



Computed, not measured: a cluster of 2 separate species, C4H15NSi2 in total, with ωB97M-V with the def2-TZVPD basis set.

Results
HOMO level ... -8.34 eV
LUMO energy ... -0.96 eV
Orbital gap ... 7.386 eV

Each line ends with the Löwdin charge.
Geometry (Å):
1 C -0.18 -1.50 0.29  -0.102
2 C 2.03 -0.81 1.06  -0.092
3 C -0.25 1.49 -1.03  -0.111
4 C 0.93 -0.40 0.03  -0.372
5 N 0.25 0.93 0.23  -0.332
6 Si -0.33 1.44 1.86  0.635
7 Si -2.46 -0.87 -2.75  0.603
8 H -1.21 -1.37 -0.06  0.017
9 H 0.07 -2.44 -0.05  0.044
10 H -0.28 -1.81 1.30  0.051
11 H 1.62 -1.17 1.99  0.063
12 H 2.77 -0.03 1.38  0.088
13 H 2.59 -1.48 0.48  0.054
14 H -1.02 0.79 -1.31  0.003
15 H -0.57 2.42 -0.76  0.046
16 H 0.56 1.39 -1.65  0.064
17 H 1.09 -0.45 -1.02  0.107
18 H 0.84 1.00 2.61  -0.077
19 H -0.42 2.85 2.09  -0.099
20 H -1.50 0.81 2.56  -0.084
21 H -1.37 -1.02 -3.65  -0.284
22 H -3.16 0.23 -3.61  -0.223



Computed, not measured: a structure of composition C14H24ClN5O6Sc, with ωB97M-V with the def2-TZVPD basis set.

Results
Net charge ... +1
HOMO level (spin up / spin down) ... -10.51 / -11.15 eV
LUMO energy (spin up / spin down) ... -4.38 / -4.36 eV
Orbital gap (spin up / spin down) ... 6.136 / 6.787 eV

Each line ends with the Löwdin charge.
Geometry (Å):
1 O 2.50 -1.87 -0.16  -0.177
2 H 2.66 -2.82 -0.29  0.142
3 Sc 0.81 -0.72 -0.57  0.977
4 N -1.25 -1.06 0.55  -0.104
5 N -0.04 -2.79 -0.83  -0.123
6 N 0.47 1.36 0.28  -0.051
7 N 2.52 0.62 -1.11  -0.043
8 O -1.80 -0.28 1.47  -0.170
9 O -0.59 1.80 0.99  -0.031
10 O 3.74 0.25 -1.71  -0.014
11 O 0.54 -2.35 -1.94  -0.230
12 C -1.40 -2.90 -0.86  -0.263
13 C -2.08 -1.99 -0.01  -0.256
14 C 1.31 2.34 -0.09  -0.235
15 C 2.46 1.92 -0.85  -0.224
16 C -3.56 -1.92 0.15  -0.001
17 H -4.00 -1.19 -0.54  0.098
18 H -3.81 -1.61 1.18  0.091
19 H -4.03 -2.89 -0.05  0.081
20 C -2.10 -3.89 -1.71  -0.012
21 H -1.42 -4.72 -1.92  0.092
22 H -2.42 -3.48 -2.68  0.100
23 H -2.98 -4.28 -1.20  0.082
24 C 1.08 3.77 0.25  0.011
25 C 3.54 2.88 -1.24  0.021
26 H 0.18 3.86 0.86  0.090
27 H 0.96 4.35 -0.68  0.108
28 H 1.95 4.17 0.79  0.104
29 H 4.30 2.34 -1.80  0.088
30 H 3.98 3.33 -0.34  0.114
31 H 3.13 3.70 -1.84  0.111
32 H -1.14 0.91 1.23  0.026
33 H 3.85 -0.68 -1.47  0.106
34 C 1.92 -1.56 1.23  -0.036
35 H 0.97 -2.10 1.41  0.101
36 H 1.82 -0.46 1.36  0.091
37 H 2.69 -1.92 1.91  0.128
38 O -0.74 -0.15 4.16  -0.076
39 H 0.17 0.17 4.06  0.023
40 H -1.10 -0.14 3.23  0.003
41 Cl -3.92 1.60 -3.34  0.739
42 C -2.28 1.15 -3.46  -0.640
43 C -1.59 1.23 -4.67  -0.053
44 C -0.26 0.83 -4.71  -0.015
45 C 0.33 0.35 -3.54  -0.112
46 N -0.34 0.25 -2.39  -0.013
47 C -1.61 0.68 -2.31  -0.114
48 H -2.11 1.60 -5.55  0.120
49 H 0.34 0.87 -5.62  0.121
50 H 1.38 0.03 -3.52  0.117
51 H -2.11 0.65 -1.34  0.110



Computed, not measured: a cluster of 2 separate species, CF2O3S in total, with ωB97M-V with the def2-TZVPD basis set.

Results
HOMO level ... -11.87 eV
LUMO energy ... 0.19 eV
Orbital gap ... 12.065 eV

Each line ends with the Löwdin charge.
Geometry (Å):
1 C -0.97 -1.05 0.61  -0.397
2 O -1.54 -1.55 1.47  0.225
3 O 0.23 1.73 0.23  -0.366
4 O -0.51 -0.40 -0.23  0.124
5 F 0.91 1.03 -2.07  -0.288
6 F 1.86 -0.05 -0.33  -0.318
7 S 1.35 1.52 -0.59  1.020



Computed, not measured: the molecule C7H13N3O, with ωB97M-V with the def2-TZVPD basis set.

Results
HOMO level ... -7.23 eV
LUMO energy ... 0.55 eV
SMILES ... CN1CC[NH+](C2=CN2[O-])CC1
Orbital gap ... 7.782 eV

Each line ends with the Löwdin charge.
Geometry (Å):
1 C 3.13 -0.44 0.05  -0.128
2 N 1.75 -0.20 0.39  -0.264
3 C 1.24 0.99 -0.25  -0.242
4 C -0.14 1.24 0.31  -0.173
5 N -1.13 0.16 -0.02  -0.162
6 C -2.48 0.61 0.70  -0.104
7 C -3.41 1.14 -0.39  0.007
8 N -3.54 -0.09 -0.02  -0.290
9 O -4.00 -1.21 -0.34  -0.075
10 C -0.53 -1.06 0.61  -0.160
11 C 0.80 -1.30 -0.06  -0.175
12 H 3.38 -1.48 0.54  0.122
13 H 3.30 -0.20 -1.06  0.097
14 H 3.87 0.28 0.50  0.084
15 H 1.15 0.84 -1.38  0.130
16 H 1.93 1.95 0.02  0.176
17 H -0.09 1.06 1.36  0.100
18 H -0.58 2.31 -0.06  0.184
19 H -1.30 0.04 -1.11  0.215
20 H -3.76 1.70 -1.16  0.064
21 H -1.21 -2.07 0.43  0.185
22 H -0.37 -0.91 1.74  0.157
23 H 1.34 -2.23 0.34  0.147
24 H 0.65 -1.13 -1.11  0.105



Computed, not measured: a structure of composition C19H17CaF5N2S, with ωB97M-V with the def2-TZVPD basis set.

Results
HOMO level ... -6.77 eV
LUMO energy ... -0.88 eV
Orbital gap ... 5.890 eV

Each line ends with the Löwdin charge.
Geometry (Å):
1 C -3.24 -0.54 0.51  -0.218
2 C -3.46 0.54 -0.57  -0.220
3 H -2.71 -1.43 0.14  0.059
4 H -4.22 -0.89 0.87  0.092
5 H -2.74 -0.15 1.43  0.063
6 H -2.88 0.36 -1.50  0.068
7 H -4.51 0.52 -0.88  0.084
8 H -3.25 1.56 -0.21  0.032
9 C 0.16 -2.89 -0.19  -0.137
10 C 1.14 -3.88 -0.22  -0.038
11 C 2.35 -3.60 -0.85  -0.040
12 C 2.54 -2.34 -1.43  0.000
13 H -0.80 -3.06 0.31  0.110
14 H 0.95 -4.85 0.24  0.110
15 H 3.15 -4.34 -0.91  0.114
16 H 3.47 -2.08 -1.93  0.102
17 N 0.34 -1.67 -0.73  -0.026
18 C 1.52 -1.38 -1.35  -0.203
19 C 1.73 0.02 -1.84  -0.198
20 N 0.75 0.93 -1.56  0.003
21 C 0.97 2.24 -1.81  -0.101
22 C 3.14 1.77 -2.74  -0.043
23 C 2.15 2.70 -2.41  -0.034
24 H 0.19 2.91 -1.47  0.084
25 H 2.27 3.77 -2.59  0.113
26 C 2.92 0.42 -2.47  -0.004
27 H 3.67 -0.33 -2.70  0.099
28 H 4.08 2.08 -3.20  0.114
29 Ca -1.03 0.31 -0.03  1.091
30 C -1.41 2.71 0.43  -0.344
31 H -1.87 3.29 -0.39  -0.057
32 H -0.38 3.07 0.59  -0.065
33 H -1.99 2.84 1.35  -0.049
34 F -1.44 1.46 7.30  0.099
35 C -0.97 1.07 6.09  -0.141
36 C -0.51 2.02 5.18  -0.137
37 F -0.55 3.34 5.49  0.098
38 C 0.00 1.61 3.95  -0.226
39 F 0.58 2.52 3.14  0.053
40 C -0.01 0.25 3.55  -0.626
41 S 0.66 -0.29 2.09  0.562
42 C -0.52 -0.68 4.50  -0.243
43 F -0.56 -1.99 4.16  0.046
44 C -0.96 -0.29 5.76  -0.140
45 F -1.35 -1.21 6.66  0.093



Computed, not measured: a structure of composition C41H36BrGe2N2O2S4SbTi, with ωB97M-V with the def2-TZVPD basis set.

Results
Net charge ... -2
HOMO level ... -1.99 eV
LUMO energy ... 3.54 eV
Orbital gap ... 5.530 eV

Each line ends with the Löwdin charge.
Geometry (Å):
1 Ti 1.58 -0.23 0.50  0.225
2 S -1.93 -0.02 4.96  1.067
3 C -2.62 -1.42 4.23  -0.478
4 C -3.63 -2.26 4.69  -0.113
5 C -4.00 -3.34 3.90  -0.110
6 C -3.36 -3.58 2.68  -0.076
7 C -2.36 -2.75 2.22  0.019
8 C -2.00 -1.65 3.00  -0.291
9 N -1.01 -0.74 2.65  0.080
10 C -0.84 0.14 3.56  -0.496
11 C 0.13 1.25 3.56  -0.177
12 C 0.54 1.76 4.79  -0.075
13 C 1.38 2.85 4.88  -0.097
14 C 1.82 3.47 3.72  -0.075
15 C 1.44 2.96 2.49  -0.019
16 C 0.62 1.83 2.37  -0.272
17 H -4.12 -2.08 5.64  0.095
18 H -4.78 -4.01 4.24  0.090
19 H -3.66 -4.44 2.08  0.098
20 H -1.86 -2.93 1.28  0.097
21 H 0.21 1.28 5.70  0.076
22 H 1.70 3.21 5.86  0.092
23 H 2.48 4.33 3.76  0.098
24 H 1.78 3.43 1.58  0.124
25 S 3.87 -4.56 0.99  -0.391
26 Sb 4.08 -2.29 1.08  0.269
27 S 3.01 -1.42 -0.95  0.003
28 S 1.97 -1.52 2.27  0.039
29 C 1.69 0.27 -3.89  -0.272
30 Ge 0.47 -1.22 -3.49  0.668
31 C 1.40 -2.90 -3.92  -0.265
32 C -0.88 -1.10 -4.95  -0.284
33 Ge -0.31 -1.26 -1.14  0.797
34 C -2.21 -0.63 -1.17  -0.341
35 C -3.05 -0.78 -2.27  -0.142
36 C -4.37 -0.34 -2.25  -0.109
37 C -4.89 0.27 -1.12  -0.120
38 C -4.07 0.43 -0.01  -0.089
39 C -2.76 -0.01 -0.04  -0.123
40 C -0.58 -3.23 -0.93  -0.377
41 C 0.46 -4.04 -0.46  -0.139
42 C 0.29 -5.40 -0.29  -0.091
43 C -0.93 -6.00 -0.57  -0.120
44 C -1.98 -5.21 -1.04  -0.123
45 C -1.80 -3.85 -1.22  -0.139
46 H 2.10 0.16 -4.90  0.008
47 H 2.50 0.29 -3.17  -0.033
48 H 1.16 1.23 -3.84  0.005
49 H 1.62 -2.92 -5.00  0.004
50 H 0.76 -3.76 -3.68  0.008
51 H 2.32 -2.99 -3.36  -0.015
52 H -0.33 -1.06 -5.90  0.001
53 H -1.50 -0.21 -4.88  -0.001
54 H -1.53 -1.98 -4.98  0.003
55 H -2.67 -1.25 -3.17  0.058
56 H -4.99 -0.48 -3.13  0.088
57 H -5.91 0.62 -1.11  0.085
58 H -4.45 0.92 0.88  0.097
59 H -2.13 0.14 0.83  0.066
60 H 1.43 -3.61 -0.22  -0.002
61 H 1.13 -5.98 0.08  0.076
62 H -1.07 -7.06 -0.43  0.084
63 H -2.94 -5.66 -1.27  0.085
64 H -2.63 -3.25 -1.57  0.081
65 Br 7.24 4.68 1.84  0.684
66 C 5.98 4.21 0.48  -0.678
67 C 5.98 4.93 -0.70  -0.148
68 C 5.06 4.59 -1.69  -0.078
69 C 4.16 3.56 -1.48  -0.004
70 C 4.18 2.85 -0.29  -0.105
71 C 5.09 3.18 0.71  -0.055
72 C 3.20 1.74 -0.06  -0.649
73 O 2.34 1.50 -0.93  -0.099
74 O 3.26 1.08 1.01  -0.152
75 H 6.69 5.73 -0.85  0.089
76 H 5.06 5.14 -2.62  0.099
77 H 3.44 3.27 -2.23  0.121
78 H 5.09 2.61 1.63  0.119
79 N 0.34 1.35 1.08  -0.068
80 C -0.48 2.19 0.33  -0.294
81 C -0.51 2.13 -1.08  -0.068
82 C -1.41 2.89 -1.80  -0.090
83 C -2.30 3.76 -1.18  -0.129
84 C -2.25 3.85 0.20  -0.117
85 C -1.36 3.09 0.95  -0.035
86 H 0.18 1.48 -1.59  0.049
87 H -1.42 2.79 -2.88  0.098
88 H -3.01 4.34 -1.75  0.082
89 H -2.94 4.52 0.73  0.089
90 H -1.38 3.17 2.03  0.107